Record 1
Computed, not measured: a 2-piece molecular cluster, C2H4N3O5 overall at a distorted geometry, with the ωB97M-V functional and the def2-TZVPD basis.

Geometry as XYZ:
```
14
Properties=species:S:1:pos:R:3
C -0.354 0.703 -0.665
C 0.747 0.133 0.062
N 1.768 -0.319 -0.578
N -3.646 -0.083 -0.031
N 2.872 -0.562 0.043
O 3.919 -0.286 -0.510
O -4.817 0.388 -0.001
O -3.450 -1.325 -0.082
O 2.757 -0.908 1.237
O 0.674 0.169 1.335
H -1.240 0.101 -0.425
H -0.181 0.747 -1.808
H -0.418 1.688 -0.232
H 1.370 -0.445 1.654
```

Output
HOMO level   -0.1177 hartree
Net charge   -1
Calculated total energy   -16841.7969 eV
Relative energy (zero: lowest compared OMol25 entry of this formula, charge and spin)   25.85 kJ/mol
E_LUMO   0.07955 Eh
Orbital gap   5.369 eV

Record 2
Computed, not measured: a 4-piece molecular cluster, C30H62N5O10 overall at a distorted geometry, with the ωB97M-V functional and the def2-TZVPD basis.

Geometry as XYZ:
```
107
Properties=species:S:1:pos:R:3
C 6.300 -4.308 -1.710
C 5.223 -3.265 -1.581
N 5.544 -2.068 -1.884
C 3.844 -3.680 -1.110
C 2.951 -4.312 -2.257
O 3.485 -5.622 -2.347
C 3.208 -3.418 -3.450
O 4.033 -3.541 -4.325
N 2.233 -2.389 -3.318
C 1.136 -2.793 -2.395
C 0.983 -1.599 -1.439
C 0.620 -0.278 -2.152
C 1.601 0.831 -1.665
C 1.090 2.265 -1.920
C 0.449 2.849 -0.647
N -0.884 2.229 -0.441
C -0.215 -2.755 -3.217
O -0.178 -2.322 -4.388
O -1.244 -3.189 -2.616
C 1.429 -4.203 -1.844
C 0.744 -5.382 -2.563
C 0.974 -5.441 -4.077
N -0.248 -6.006 -4.690
N 1.489 -4.451 -0.385
C 0.480 -4.136 0.332
C 0.749 -3.455 1.659
C -0.972 -4.413 0.061
H 6.203 -5.089 -0.960
H 6.319 -4.733 -2.710
H 7.247 -3.794 -1.557
H 4.714 -1.484 -1.745
H 4.002 -4.417 -0.332
H 3.385 -2.812 -0.641
H 3.167 -6.101 -1.577
H 2.808 -1.625 -2.967
H 0.139 -1.823 -0.782
H 1.839 -1.432 -0.781
H -0.390 0.039 -1.921
H 0.762 -0.341 -3.226
H 2.522 0.651 -2.218
H 1.762 0.718 -0.592
H 1.971 2.885 -2.124
H 0.427 2.338 -2.781
H 1.047 2.604 0.228
H 0.415 3.939 -0.703
H -1.253 2.012 -1.358
H -0.732 1.322 -0.016
H -0.331 -5.356 -2.416
H 1.075 -6.288 -2.060
H 1.222 -4.476 -4.517
H 1.754 -6.178 -4.258
H -0.124 -6.026 -5.693
H -1.016 -5.388 -4.452
H 1.822 -3.345 1.779
H 0.419 -4.105 2.477
H 0.209 -2.515 1.727
H -1.430 -4.636 1.030
H -1.469 -3.511 -0.298
H -1.154 -5.268 -0.573
C -0.524 3.969 3.713
O -0.445 5.020 2.770
C -1.597 5.107 1.940
C -2.488 6.256 2.362
O -3.101 6.003 3.621
C -2.504 6.725 4.679
H 0.324 4.063 4.390
H -1.448 4.020 4.296
H -0.465 2.998 3.210
H -2.151 4.166 1.940
H -1.242 5.288 0.920
H -3.295 6.359 1.630
H -1.927 7.195 2.383
H -2.721 7.795 4.586
H -1.421 6.573 4.709
H -2.934 6.364 5.613
C -3.163 -3.606 3.454
O -2.605 -4.786 4.007
C -2.251 -4.648 5.372
C -3.256 -5.328 6.275
O -4.504 -4.651 6.267
C -5.487 -5.312 5.491
H -3.529 -3.842 2.456
H -3.996 -3.233 4.056
H -2.396 -2.829 3.369
H -2.144 -3.594 5.644
H -1.277 -5.132 5.503
H -2.882 -5.299 7.304
H -3.379 -6.376 5.987
H -5.792 -6.247 5.973
H -5.126 -5.522 4.481
H -6.353 -4.656 5.424
C -0.017 6.855 -3.145
O -0.630 7.072 -1.887
C 0.180 7.817 -0.991
C -0.297 9.247 -0.879
O -0.070 9.969 -2.082
C -1.247 10.152 -2.846
H -0.758 6.404 -3.803
H 0.329 7.791 -3.591
H 0.828 6.164 -3.046
H 1.231 7.782 -1.293
H 0.094 7.338 -0.009
H 0.277 9.749 -0.093
H -1.354 9.276 -0.600
H -1.926 10.849 -2.344
H -1.761 9.204 -3.025
H -0.956 10.580 -3.805
```

Output
HOMO level   -0.1864 hartree
Net charge   -1
Calculated total energy   -60037.6322 eV
E_LUMO   0.07668 Eh
Orbital gap   7.158 eV

Record 3
Computed, not measured: a 4-piece molecular cluster, C6H18O3 overall at a distorted geometry, with the ωB97M-V functional and the def2-TZVPD basis.

Geometry as XYZ:
```
27
Properties=species:S:1:pos:R:3
C -1.744 -2.288 -0.993
C -0.646 -1.560 -0.715
C 0.608 -2.279 -1.240
C 1.586 -2.769 -0.136
C -0.390 -0.140 -0.324
C 0.077 0.007 1.130
H -1.706 -3.029 -1.812
H -2.656 -2.172 -0.438
H 1.027 -1.504 -2.006
H 0.406 -3.076 -1.952
H 1.059 -2.777 0.799
H 2.480 -2.216 -0.232
H 1.893 -3.783 -0.371
H -1.162 0.579 -0.635
H 0.317 0.215 -1.115
H -0.270 -0.857 1.698
H -0.170 0.915 1.689
H 1.165 -0.167 1.079
O -0.673 3.318 2.420
H -0.209 2.998 1.644
H -1.601 3.098 2.392
O -1.716 2.985 -0.102
H -0.857 3.068 -0.502
H -2.084 2.104 -0.151
O 1.470 2.974 -0.202
H 1.600 3.917 -0.065
H 2.197 2.439 0.141
```

Output
HOMO level   -0.3281 hartree
Calculated total energy   -12654.2223 eV
Relative energy (zero: lowest compared OMol25 entry of this formula, charge and spin)   198.95 kJ/mol
SMILES   C=C(CC)CC.O.O.O
E_LUMO   0.01331 Eh
Orbital gap   9.291 eV

Record 4
Computed, not measured: a 2-piece molecular cluster, C10H17N2O2P overall at a distorted geometry, with the ωB97M-V functional and the def2-TZVPD basis.

Geometry as XYZ:
```
32
Properties=species:S:1:pos:R:3
C 0.177 0.986 1.136
C -0.023 0.102 3.373
C 0.794 2.117 1.627
C 0.436 1.287 3.920
C -0.175 -0.101 1.985
C 0.939 2.264 3.047
C 0.579 -0.829 -3.926
C -1.864 -0.587 -3.584
C -0.697 -1.318 1.299
C -0.513 -0.007 -3.114
N 1.364 3.437 3.678
N 0.316 -2.182 0.623
O 1.567 -2.805 -1.646
O -0.268 -0.109 -1.806
P 0.359 -2.324 -1.030
H 0.052 1.023 -0.020
H -0.336 -0.559 4.131
H 1.170 2.943 1.138
H 0.396 1.260 4.971
H 1.095 -0.261 -4.556
H 1.319 -1.296 -3.242
H 0.135 -1.716 -4.442
H -1.895 -1.678 -3.288
H -2.200 -0.282 -4.532
H -2.562 -0.052 -2.871
H -1.199 -1.834 2.040
H -1.274 -1.010 0.553
H -0.270 1.035 -3.210
H 1.276 4.315 3.181
H 1.099 3.549 4.633
H 1.056 -2.371 1.267
H -0.852 -2.997 -1.331
```

Output
HOMO level   -0.2946 hartree
Calculated total energy   -27006.7497 eV
Relative energy (zero: lowest compared OMol25 entry of this formula, charge and spin)   216.44 kJ/mol
E_LUMO   -0.00849 Eh
Orbital gap   7.786 eV

Record 5
Computed, not measured: C26H48Cl2MnN3O7PS4SbSi2Te as an isolated structure, with the ωB97M-V functional and the def2-TZVPD basis.

Geometry as XYZ:
```
96
Properties=species:S:1:pos:R:3
Mn 1.611 0.551 1.195
S 2.957 5.414 0.860
Sb 2.589 3.719 -0.537
S 3.549 1.805 0.439
S -0.205 1.924 0.096
O -1.917 -6.556 1.435
S -1.259 -7.780 1.005
O -2.006 -8.543 0.031
O -0.664 -8.549 2.081
C 0.214 -7.190 0.091
N 0.683 -7.936 -0.910
C 1.718 -7.449 -1.576
C 2.292 -6.220 -1.298
C 1.762 -5.532 -0.218
N 0.736 -6.027 0.486
C 2.195 -4.162 0.180
C 2.034 -3.752 1.498
C 2.214 -2.422 1.813
N 2.498 -1.489 0.887
C 2.740 -1.897 -0.359
C 2.634 -3.223 -0.749
H 2.097 -8.063 -2.387
H 3.124 -5.842 -1.876
H 1.695 -4.461 2.240
H 2.014 -2.061 2.812
H 2.985 -1.117 -1.071
H 2.767 -3.484 -1.790
C -1.845 -2.339 3.950
C -1.156 -1.669 5.128
C -2.144 -0.890 5.983
C -0.390 -2.685 5.954
O -0.134 -0.729 4.667
P -0.274 0.167 3.360
O -1.541 0.944 3.310
O 0.095 -0.625 2.121
O 1.054 1.087 3.478
C 1.369 2.122 4.471
C 2.028 3.241 3.690
C 2.329 1.476 5.457
C 0.113 2.618 5.171
H -2.540 -3.096 4.315
H -1.119 -2.830 3.301
H -2.407 -1.614 3.358
H -2.914 -1.561 6.368
H -2.618 -0.107 5.391
H -1.629 -0.430 6.829
H -1.081 -3.410 6.386
H 0.151 -2.188 6.761
H 0.324 -3.222 5.329
H 2.892 2.880 3.131
H 2.363 4.027 4.369
H 1.325 3.680 2.980
H 3.235 1.153 4.942
H 1.861 0.610 5.926
H 2.607 2.193 6.231
H -0.602 3.014 4.453
H 0.400 3.411 5.864
H -0.371 1.822 5.737
Cl -3.376 -3.354 0.317
C -1.838 -4.004 -0.289
Cl -0.651 -2.709 -0.536
H -2.036 -4.465 -1.249
H -1.437 -4.719 0.427
C -5.738 0.124 0.412
Si -5.151 1.597 1.411
C -6.379 2.999 1.223
C -4.943 1.108 3.202
C -3.487 2.206 0.749
Te -2.121 0.631 0.376
C -2.756 0.338 -1.637
Si -1.868 1.148 -3.090
C -2.845 0.622 -4.607
C -1.951 3.011 -2.966
C -0.123 0.499 -3.263
H -6.677 -0.248 0.829
H -5.025 -0.706 0.437
H -5.922 0.378 -0.635
H -7.358 2.709 1.610
H -6.501 3.283 0.176
H -6.048 3.882 1.775
H -5.586 0.264 3.458
H -5.197 1.938 3.866
H -3.905 0.829 3.403
H -2.980 2.820 1.497
H -3.565 2.782 -0.175
H -3.805 0.644 -1.647
H -2.741 -0.748 -1.764
H -3.898 0.899 -4.521
H -2.793 -0.460 -4.750
H -2.447 1.096 -5.507
H -2.983 3.348 -2.834
H -1.576 3.463 -3.888
H -1.354 3.386 -2.134
H 0.373 0.428 -2.297
H 0.471 1.168 -3.891
H -0.125 -0.488 -3.733
```

Output
HOMO level (alpha / beta)   -0.2183 / -0.2223 hartree
Net charge   -1
2S+1   6
Calculated total energy   -185137.0897 eV
Relative energy (zero: lowest compared OMol25 entry of this formula, charge and spin)   51.84 kJ/mol
E_LUMO (alpha / beta)   0.03037 / 0.02848 Eh
Orbital gap (alpha / beta)   6.767 / 6.824 eV

Record 6
Computed, not measured: C36H21Cl5N4OPdSeSi as an isolated structure at a distorted geometry, with the ωB97M-V functional and the def2-TZVPD basis.

Geometry as XYZ:
```
70
Properties=species:S:1:pos:R:3
Pd 0.157 -0.739 -0.195
Se -3.757 7.354 1.104
N -2.051 7.188 0.539
C -1.816 5.915 0.396
C -0.536 5.389 -0.036
C 0.544 6.212 -0.317
C 1.750 5.661 -0.710
C 1.807 4.263 -0.806
N 0.808 3.450 -0.563
C -0.394 3.975 -0.166
C -1.450 3.091 0.113
N -1.138 1.777 -0.035
C -1.273 0.599 -0.039
C -4.254 1.425 1.091
C -3.833 2.791 1.034
C -2.760 3.531 0.609
C -2.924 4.992 0.710
N -4.028 5.574 1.093
H 0.417 7.283 -0.212
H 2.620 6.267 -0.926
H 2.740 3.782 -1.098
H -4.544 -0.470 0.414
H -4.502 1.089 2.101
H -4.626 3.418 1.435
Cl -3.293 -0.071 0.514
C -2.520 -2.092 -0.182
C -1.180 -2.209 -0.398
C -0.689 -3.427 -0.850
Cl 1.020 -3.621 -1.162
C -1.541 -4.512 -1.073
Cl -0.913 -6.027 -1.635
C -2.905 -4.371 -0.839
Cl -3.985 -5.707 -1.110
C -3.367 -3.137 -0.386
Cl -5.112 -2.951 -0.086
O 2.227 -0.501 -0.101
Si 3.354 -0.145 0.952
C 4.424 1.303 0.354
C 4.329 2.585 0.895
C 5.060 3.649 0.380
C 5.912 3.448 -0.696
C 6.023 2.181 -1.255
C 5.286 1.127 -0.734
C 4.566 -1.576 1.239
C 5.911 -1.391 1.566
C 6.757 -2.469 1.798
C 6.271 -3.765 1.702
C 4.938 -3.974 1.372
C 4.101 -2.891 1.143
C 2.725 0.376 2.661
C 3.567 0.422 3.775
C 3.111 0.859 5.011
C 1.790 1.262 5.159
C 0.936 1.228 4.067
C 1.402 0.789 2.833
H 3.656 2.763 1.727
H 4.950 4.638 0.809
H 6.479 4.277 -1.106
H 6.680 2.017 -2.103
H 5.375 0.145 -1.187
H 6.309 -0.383 1.630
H 7.798 -2.296 2.049
H 6.929 -4.609 1.880
H 4.550 -4.983 1.291
H 3.064 -3.059 0.878
H 4.602 0.105 3.678
H 3.785 0.883 5.861
H 1.429 1.604 6.122
H -0.095 1.544 4.168
H 0.723 0.774 1.987
```

Output
HOMO level   -0.0133 hartree
Net charge   -2
Calculated total energy   -184992.1739 eV
Relative energy (zero: lowest compared OMol25 entry of this formula, charge and spin)   676.87 kJ/mol
E_LUMO   0.14419 Eh
Orbital gap   4.285 eV

The lowest calculated total energy belongs to which entry?
C26H48Cl2MnN3O7PS4SbSi2Te

Which of these has the lowest calculated total energy?
C26H48Cl2MnN3O7PS4SbSi2Te